Entry 1:
45
Properties=species:S:1:pos:R:3:forces:R:3:nbo_charge:R:1 method="wB97M-V/def2-TZVPD" homo_ev=-7.914 smiles="O=C1c2cccc3cccc(c23)C(=O)N1CCc1n[nH]c(=S)n1-c1ccccc1" e_above_lowest_kj_mol=17.77 spin_multiplicity=1 homo_lumo_gap_ev=6.84 fmax_ev_per_a=3.042
O 2.312 0.481 -1.121 0.8 0.0 -0.2 -0.590
O -1.733 2.255 -1.429 -0.6 0.4 0.2 -0.591
S 1.417 1.452 6.327 -0.2 -0.5 0.5 -0.241
N 1.351 2.851 2.758 -0.6 -0.7 -0.3 -0.269
C 1.308 0.660 -1.780 1.1 -1.3 1.2 0.662
C -0.877 1.541 -1.911 -0.8 1.9 2.0 0.660
C 1.250 1.683 4.709 1.0 1.5 0.0 0.226
C 0.751 1.705 2.521 0.8 1.1 0.6 0.385
C -0.918 -2.969 4.212 -1.0 0.0 -0.1 -0.207
C 0.386 -2.742 4.563 1.1 1.3 0.6 -0.197
C -1.738 -1.917 3.776 0.6 -0.2 -0.2 -0.207
C 0.927 -1.431 4.443 -1.2 0.3 -0.5 -0.186
C -1.232 -0.628 3.623 1.0 0.3 -0.1 -0.216
C 1.695 -1.860 -4.626 -0.3 -0.1 -0.8 -0.237
C -2.740 -0.019 -4.737 0.6 -1.2 -1.4 -0.235
C 1.979 -1.065 -3.519 -0.3 1.0 1.7 -0.114
C -2.459 0.782 -3.659 1.7 0.4 1.2 -0.105
C 0.138 -0.362 3.918 -0.6 -2.1 0.2 0.139
C 0.456 -1.793 -5.229 0.9 -0.5 -0.1 -0.125
C -1.782 -0.883 -5.271 -1.6 0.5 -0.4 -0.128
C 1.028 -0.183 -2.974 1.2 -0.8 -1.0 -0.157
C -1.167 0.743 -3.061 -2.2 -0.8 -1.9 -0.174
C -0.523 -0.938 -4.708 0.4 -0.2 0.1 -0.112
C -0.224 -0.129 -3.588 0.0 0.1 0.0 0.070
N 1.704 2.831 4.088 -1.3 -2.3 -0.6 -0.397
N 0.711 0.930 3.704 -0.3 0.3 -0.4 -0.426
N 0.353 1.506 -1.278 -0.1 0.0 -0.8 -0.440
C 0.183 1.293 1.185 0.1 0.8 0.4 -0.458
C 0.604 2.210 0.014 -0.5 -0.6 0.0 -0.204
H -1.345 -3.968 4.314 0.1 0.3 0.0 0.218
H 0.989 -3.536 5.039 -0.3 0.5 -0.5 0.224
H -2.760 -2.141 3.494 0.0 0.2 0.1 0.219
H 1.923 -1.222 4.796 0.2 0.0 -0.1 0.236
H -1.881 0.160 3.227 0.3 -0.2 0.3 0.222
H 2.486 -2.492 -5.022 -0.2 0.0 0.0 0.225
H -3.685 0.031 -5.242 -0.4 0.1 0.1 0.220
H 2.935 -1.182 -3.008 -0.2 0.3 -0.2 0.240
H -3.224 1.440 -3.304 -0.1 0.3 0.4 0.240
H 0.204 -2.390 -6.113 0.2 0.2 0.4 0.217
H -2.022 -1.504 -6.154 0.2 0.4 0.6 0.219
H 1.939 3.632 4.639 0.2 0.4 -0.2 0.428
H 0.461 0.283 0.983 0.4 -0.8 -0.2 0.241
H -0.896 1.287 1.251 -0.4 0.1 0.1 0.236
H 1.647 2.442 0.100 0.5 -0.1 -0.2 0.246
H 0.071 3.156 0.052 -0.2 -0.2 -0.3 0.242

Entry 2:
49
Properties=species:S:1:pos:R:3:forces:R:3:nbo_charge:R:1 method="wB97M-V/def2-TZVPD" homo_ev=-3.700 e_above_lowest_kj_mol=0.00 spin_multiplicity=1 homo_lumo_gap_ev=5.86 fmax_ev_per_a=0.645 total_charge=-1
Ba 0.869 0.351 1.102 0.4 -0.1 -0.3 1.759
C 0.396 4.183 -2.067 -0.2 0.0 -0.1 -0.253
C -0.747 3.959 -2.815 0.1 0.0 0.1 -0.154
C -1.560 2.889 -2.495 -0.1 0.0 0.0 -0.240
C -1.212 2.047 -1.440 0.3 0.3 -0.1 0.263
N -0.107 2.272 -0.719 -0.4 0.1 -0.1 -0.493
C 0.661 3.312 -1.029 0.3 -0.1 0.2 0.056
C -2.027 0.856 -1.087 -0.2 -0.2 0.2 0.141
C -3.093 0.459 -1.890 0.0 0.0 0.0 -0.179
C -3.835 -0.640 -1.517 -0.1 0.1 0.0 -0.140
C -3.489 -1.325 -0.374 0.1 -0.1 0.1 -0.222
C -2.370 -0.919 0.346 -0.4 0.4 -0.3 0.201
N -1.691 0.186 0.021 -0.3 -0.1 -0.2 -0.481
C -1.913 -1.712 1.512 0.1 -0.2 0.4 0.214
C -2.313 -3.043 1.657 0.0 0.0 0.0 -0.217
C -1.883 -3.766 2.749 0.0 0.0 0.0 -0.156
C -1.049 -3.157 3.676 0.0 -0.1 0.0 -0.260
C -0.676 -1.850 3.444 0.0 0.2 0.0 0.043
N -1.102 -1.132 2.402 -0.3 -0.1 0.1 -0.501
H 1.066 5.002 -2.288 0.0 0.0 0.0 0.218
H -1.003 4.604 -3.646 0.0 0.0 0.0 0.213
H -2.450 2.714 -3.078 0.0 0.0 0.0 0.213
H 1.545 3.434 -0.410 0.0 0.0 0.0 0.214
H -3.327 0.964 -2.813 0.1 0.0 0.0 0.210
H -4.660 -0.976 -2.129 0.0 0.0 0.0 0.223
H -4.058 -2.192 -0.079 0.0 0.0 0.0 0.214
H -2.897 -3.527 0.891 0.0 0.0 0.0 0.230
H -2.171 -4.803 2.862 0.0 0.0 0.0 0.214
H -0.673 -3.694 4.536 0.0 0.0 0.0 0.217
H 0.010 -1.345 4.117 0.0 0.0 0.0 0.197
S 2.085 -0.480 -1.607 0.3 0.0 -0.1 -0.451
C 0.733 -1.531 -1.818 -0.2 0.4 -0.1 -0.208
S 0.197 -2.545 -0.545 0.2 -0.2 0.1 -0.422
C 0.003 -1.451 -3.025 -0.2 0.2 0.2 -0.553
C -1.238 -2.121 -3.192 0.1 -0.2 -0.1 0.355
N -2.260 -2.633 -3.374 0.0 0.1 0.0 -0.466
C 0.326 -0.517 -4.052 0.1 -0.2 0.0 0.340
N 0.559 0.210 -4.919 -0.1 0.1 0.0 -0.437
N 5.134 -0.869 2.234 0.0 -0.1 0.0 -0.821
C 3.976 -0.154 2.167 0.2 0.0 0.1 0.713
O 2.903 -0.726 2.341 0.2 -0.1 0.3 -0.718
C 4.129 1.326 1.892 -0.1 0.0 0.0 -0.529
C 2.880 2.163 2.176 0.1 0.0 0.0 -1.044
H 5.051 -1.869 2.154 0.0 0.0 0.0 0.397
H 5.986 -0.447 1.911 0.0 0.0 0.0 0.386
H 4.372 1.374 0.819 0.0 0.0 0.0 0.223
H 5.061 1.626 2.406 0.0 0.0 0.0 0.169
H 3.051 3.155 1.732 0.0 0.0 0.0 0.164
H 2.809 2.334 3.262 0.0 0.0 0.0 0.160

Entry 3:
60
Properties=species:S:1:pos:R:3:forces:R:3:nbo_charge:R:1 method="wB97M-V/def2-TZVPD" homo_ev=-9.547 e_above_lowest_kj_mol=21.89 spin_multiplicity=1 homo_lumo_gap_ev=8.21 fmax_ev_per_a=0.436
Ti -0.698 -0.230 0.382 0.1 -0.1 -0.2 1.567
O -1.416 -0.986 -1.431 -0.2 -0.3 -0.2 -0.685
C -1.465 -2.399 -1.719 0.2 -0.1 0.0 0.062
C -0.707 -3.002 -0.523 -0.1 0.1 -0.1 0.808
O -0.509 -4.173 -0.397 0.0 0.0 0.0 -0.544
O -0.295 -2.064 0.317 0.0 0.1 0.3 -0.699
C -0.668 -2.680 -2.981 0.0 0.0 0.0 0.024
C -0.828 -3.897 -3.636 0.0 0.0 0.0 -0.208
C -0.065 -4.184 -4.756 0.0 0.0 0.0 -0.205
C 0.861 -3.263 -5.226 0.0 0.0 0.0 -0.208
C 1.030 -2.056 -4.566 0.0 0.0 0.0 -0.192
C 0.272 -1.763 -3.439 0.0 0.0 0.0 -0.241
C -2.917 -2.824 -1.775 0.0 0.0 0.0 0.017
C -3.657 -2.505 -2.911 0.0 0.0 0.0 -0.229
C -5.016 -2.775 -2.957 0.0 0.0 0.0 -0.207
C -5.640 -3.375 -1.873 0.0 0.0 0.0 -0.198
C -4.905 -3.696 -0.742 0.0 0.0 0.0 -0.187
C -3.546 -3.419 -0.688 0.0 0.0 0.0 -0.212
H -2.114 -0.494 -1.883 -0.1 0.0 0.1 0.539
H -1.547 -4.615 -3.263 0.0 0.0 0.0 0.229
H -0.195 -5.131 -5.263 0.0 0.0 0.0 0.218
H 1.452 -3.488 -6.104 0.0 0.0 0.0 0.216
H 1.754 -1.335 -4.923 0.0 0.0 0.0 0.217
H 0.416 -0.825 -2.918 0.0 0.0 0.0 0.236
H -3.162 -2.058 -3.766 0.0 0.0 0.0 0.222
H -5.585 -2.523 -3.843 0.0 0.0 0.0 0.219
H -6.699 -3.591 -1.909 0.0 0.0 0.0 0.219
H -5.388 -4.161 0.107 0.0 0.0 0.0 0.220
H -2.987 -3.672 0.203 0.0 0.0 0.0 0.234
C 1.291 0.407 5.510 0.0 0.0 -0.1 -0.633
C 1.664 -0.084 4.140 0.0 0.0 0.0 -0.045
C 2.920 -0.586 3.837 0.0 0.0 0.0 -0.132
C 3.201 -1.003 2.551 0.0 0.0 0.0 -0.248
C 2.217 -0.912 1.582 -0.2 0.1 0.1 0.161
Br 2.676 -1.507 -0.141 0.1 0.0 -0.1 0.145
N 0.999 -0.428 1.850 0.1 -0.1 0.0 -0.480
C 0.746 -0.032 3.107 0.0 0.0 0.1 0.088
H 2.052 0.140 6.241 0.0 0.0 0.0 0.221
H 0.339 -0.017 5.830 0.0 0.0 0.0 0.232
H 1.185 1.493 5.510 0.0 0.0 0.0 0.234
H 3.682 -0.651 4.604 0.0 0.0 0.0 0.225
H 4.168 -1.399 2.282 0.0 0.0 0.0 0.242
H -0.247 0.349 3.289 0.0 0.0 0.0 0.239
F -3.138 1.860 -3.228 0.0 0.0 0.0 -0.310
C -2.127 2.556 -2.703 0.1 -0.1 0.1 0.738
F -2.163 3.793 -3.159 0.0 0.1 0.0 -0.289
F -0.985 1.974 -3.058 0.0 0.0 0.0 -0.301
S -2.294 2.507 -0.868 0.1 0.2 -0.1 2.275
O -2.154 1.068 -0.588 -0.1 0.2 0.2 -0.951
O -3.554 3.081 -0.554 0.0 0.0 0.0 -0.867
N -1.025 3.330 -0.472 0.0 0.0 0.0 -1.204
S -0.220 3.067 0.841 0.0 0.0 0.4 2.279
O 1.144 3.451 0.746 0.0 0.0 -0.1 -0.873
O -0.546 1.768 1.444 0.0 -0.1 -0.3 -0.942
C -0.982 4.213 2.072 0.0 -0.1 -0.1 0.734
F -0.371 4.051 3.244 0.0 0.0 0.0 -0.308
F -2.272 3.933 2.209 0.0 0.0 0.0 -0.300
F -0.843 5.470 1.678 0.0 0.0 0.0 -0.298
Br -2.493 -0.595 2.032 0.1 0.0 -0.2 -0.328
F 0.532 0.554 -0.644 -0.1 0.1 0.1 -0.535

Entry 4:
96
Properties=species:S:1:pos:R:3:forces:R:3:mulliken_charge:R:1 method="wB97M-V/def2-TZVPD" homo_ev=-9.979 spin_multiplicity=1 homo_lumo_gap_ev=8.74 fmax_ev_per_a=1.462
O 1.469 0.039 -2.728 0.2 0.2 -0.3 -0.431
C 0.600 -0.095 -3.522 0.3 -0.4 0.0 0.388
O -0.104 0.961 -4.075 -0.2 0.5 0.6 -0.135
C -1.356 0.483 -4.413 0.9 -0.5 0.3 0.208
O -2.312 1.161 -4.487 -0.9 0.6 -0.2 -0.548
C -1.220 -1.000 -4.521 0.2 -0.4 -0.3 0.509
N -2.265 -1.769 -5.052 -0.3 0.1 1.4 -0.196
C -3.202 -2.010 -4.289 0.4 0.1 -0.7 0.442
S -4.377 -2.322 -3.332 0.0 -0.1 -0.2 -0.291
C -0.024 -1.352 -4.018 -0.8 0.0 -0.6 -0.194
I 0.763 -3.239 -3.946 0.1 0.1 0.4 0.278
C -2.157 4.769 -4.622 0.0 0.0 0.0 0.158
Br -3.655 5.553 -5.540 0.0 0.0 -0.1 -0.076
Br -0.557 4.812 -5.693 0.0 0.0 0.1 -0.030
Br -1.926 5.615 -2.905 0.1 -0.1 -0.1 -0.006
H -2.381 3.724 -4.451 0.0 0.0 0.0 -0.059
C -2.669 0.930 -8.470 -0.1 0.0 0.0 -0.327
Br -3.907 2.269 -7.876 0.0 0.1 0.1 -0.015
Br -1.027 1.002 -7.463 0.1 0.0 -0.3 -0.031
Br -3.461 -0.820 -8.449 0.0 0.0 0.0 -0.033
H -2.418 1.151 -9.496 0.0 0.0 0.0 0.389
C -7.131 -4.955 -1.230 0.0 0.0 0.0 -0.318
Br -5.613 -5.744 -0.347 0.1 0.0 -0.1 -0.038
Br -8.789 -5.621 -0.531 0.0 0.0 0.0 -0.014
Br -7.056 -3.034 -1.165 -0.1 0.0 0.1 -0.024
H -7.074 -5.242 -2.270 0.0 0.0 0.0 0.347
C 2.769 3.622 -0.670 0.0 0.0 0.0 -0.083
Br 1.250 4.250 -1.659 -0.1 0.1 0.0 0.060
Br 4.397 3.844 -1.674 0.0 0.0 0.0 -0.039
Br 2.879 4.436 1.067 0.0 0.0 -0.1 0.064
H 2.630 2.564 -0.518 0.0 -0.2 0.0 0.015
C -6.085 -5.333 3.345 0.0 0.0 0.1 0.261
Br -4.674 -6.298 4.227 0.0 0.0 0.0 -0.015
Br -7.818 -5.861 3.990 0.0 0.0 0.0 -0.016
Br -5.830 -3.433 3.463 0.0 -0.1 0.0 0.087
H -6.044 -5.593 2.297 0.0 0.0 0.0 -0.295
C 4.764 -1.071 -0.474 0.0 0.0 0.0 -0.353
Br 3.689 -0.076 0.768 -0.1 0.1 0.1 0.060
Br 6.166 -2.026 0.443 0.0 0.0 0.0 -0.114
Br 3.697 -2.229 -1.572 0.1 0.0 0.1 0.004
H 5.240 -0.354 -1.125 0.0 0.0 0.0 0.367
C -0.312 -3.541 -9.183 0.0 0.0 0.0 -0.330
Br -1.947 -4.476 -9.574 0.0 0.0 0.0 -0.014
Br -0.331 -2.815 -7.403 0.0 -0.2 -0.2 0.117
Br 1.220 -4.663 -9.474 0.0 0.0 0.0 -0.042
H -0.243 -2.712 -9.872 0.0 0.0 0.0 0.348
C 0.551 -9.066 -9.824 0.0 0.0 0.0 -0.320
Br 0.063 -8.428 -8.078 0.0 0.0 0.0 0.004
Br -0.755 -8.570 -11.145 0.0 0.0 0.0 -0.004
Br 2.316 -8.492 -10.328 0.0 0.0 0.0 -0.019
H 0.570 -10.145 -9.776 0.0 0.0 0.0 0.325
C 5.067 -1.881 4.627 0.0 0.0 0.0 0.069
Br 5.952 -3.265 5.633 0.0 0.0 0.0 -0.024
Br 3.185 -2.220 4.487 -0.1 0.1 0.0 0.038
Br 5.431 -0.131 5.335 0.0 0.0 0.0 -0.048
H 5.465 -1.907 3.625 0.1 0.0 -0.1 -0.023
C 3.983 -6.466 3.331 0.0 0.0 0.0 -0.324
Br 4.789 -5.254 2.066 -0.2 0.1 0.1 0.121
Br 2.307 -5.852 4.046 0.1 0.0 -0.1 -0.058
Br 3.796 -8.221 2.559 0.0 -0.1 0.0 -0.041
H 4.667 -6.558 4.164 0.0 0.1 0.0 0.329
C 2.696 4.431 5.421 -0.1 0.1 0.0 0.425
Br 3.231 5.803 4.177 0.1 0.0 0.0 -0.008
Br 0.970 4.847 6.153 -0.1 -0.2 0.0 0.013
Br 2.758 2.668 4.659 0.0 0.1 0.0 0.040
H 3.409 4.448 6.232 -0.1 0.0 0.0 -0.466
C 5.872 5.249 8.002 0.1 0.1 0.0 -0.387
Br 6.408 6.570 6.713 0.0 0.0 0.0 0.004
Br 4.293 5.791 8.958 -0.1 0.0 0.0 0.004
Br 5.651 3.514 7.193 0.1 0.0 0.0 0.005
H 6.667 5.159 8.727 0.0 0.0 0.0 0.351
C -2.048 8.373 0.737 0.0 0.0 0.0 -0.360
Br -3.217 8.832 -0.717 0.0 0.0 0.0 -0.051
Br -2.965 8.408 2.428 0.0 0.0 0.0 -0.003
Br -1.188 6.678 0.443 0.1 0.0 0.0 0.040
H -1.272 9.123 0.777 0.0 0.0 0.0 0.376
C 7.531 -7.887 2.997 0.0 0.0 0.0 0.520
Br 8.451 -7.185 1.465 0.0 0.0 0.0 0.001
Br 7.766 -9.786 3.150 0.0 0.0 0.0 -0.011
Br 8.022 -6.979 4.623 0.0 0.0 0.0 -0.006
H 6.477 -7.713 2.839 0.0 0.0 0.0 -0.539
C -4.241 0.608 2.641 0.0 0.0 0.0 -0.416
Br -5.489 1.245 3.959 -0.1 0.0 0.0 0.054
Br -2.744 -0.278 3.456 0.0 0.0 0.0 0.027
Br -5.122 -0.524 1.361 0.0 0.0 -0.1 0.031
H -3.863 1.470 2.112 0.0 0.0 0.0 0.345
C -0.022 8.912 6.652 0.0 0.0 0.0 -0.295
Br 1.342 8.125 7.752 0.1 0.1 0.1 0.024
Br -1.781 8.352 7.188 0.0 -0.1 0.0 0.002
Br 0.126 10.829 6.612 0.0 0.0 0.0 -0.032
H 0.134 8.558 5.643 0.0 0.0 0.0 0.286
C -5.751 4.934 5.096 0.0 0.1 0.0 -0.065
Br -6.448 5.654 6.738 0.0 0.0 0.0 -0.029
Br -6.956 5.243 3.629 0.0 0.0 0.0 -0.002
Br -3.993 5.615 4.725 0.0 0.0 0.0 0.073
H -5.661 3.866 5.225 0.0 0.0 0.0 -0.007

Entry 5:
55
Properties=species:S:1:pos:R:3:forces:R:3:nbo_charge:R:1 method="wB97M-V/def2-TZVPD" homo_ev=-8.893 e_above_lowest_kj_mol=2.06 spin_multiplicity=1 homo_lumo_gap_ev=8.82 fmax_ev_per_a=0.781
Ga -0.022 0.118 -0.582 -0.5 -0.4 0.4 1.669
O -3.626 2.008 -0.106 0.1 -0.1 0.0 -0.605
C -2.853 1.112 -0.359 -0.1 0.0 -0.3 0.798
O -1.551 1.301 -0.421 0.2 0.0 -0.1 -0.915
C -3.352 -0.276 -0.651 0.1 0.0 0.1 -0.313
C -4.722 -0.443 -0.781 -0.3 -0.1 0.0 -0.045
C -5.269 -1.691 -1.013 0.5 0.2 0.1 -0.059
C -4.455 -2.816 -1.100 -0.2 -0.2 0.0 -0.143
C -3.106 -2.648 -0.967 -0.3 0.2 0.0 -0.039
C -2.494 -1.394 -0.755 0.1 0.0 -0.1 0.470
O -1.199 -1.376 -0.643 0.1 -0.1 0.1 -0.846
N -2.217 -3.815 -1.020 0.3 0.1 0.1 0.536
O -1.995 -4.378 0.034 -0.1 0.0 -0.2 -0.363
O -1.734 -4.106 -2.094 -0.1 0.0 0.1 -0.353
N -6.709 -1.838 -1.146 -0.3 -0.1 -0.2 0.533
O -7.398 -0.838 -1.066 0.1 -0.1 0.1 -0.378
O -7.145 -2.959 -1.354 0.1 0.1 0.1 -0.391
H -5.366 0.421 -0.694 0.0 0.0 0.0 0.265
H -4.899 -3.787 -1.271 0.1 0.0 0.0 0.262
O -0.154 -1.186 5.623 0.2 0.0 0.1 -0.630
C -0.114 -0.826 4.336 0.0 0.1 -0.4 0.384
C -1.243 -0.775 3.520 0.0 0.0 0.1 -0.322
C -1.092 -0.402 2.207 0.0 0.0 0.1 0.110
N 0.087 -0.078 1.659 0.2 0.0 -0.2 -0.569
C 1.155 -0.121 2.455 -0.1 -0.1 0.0 0.189
Br 2.842 0.343 1.744 0.0 0.1 0.0 0.118
C 1.117 -0.482 3.784 0.0 0.0 0.2 -0.324
H -1.051 -1.409 5.889 -0.1 0.0 0.0 0.493
H -2.223 -1.029 3.902 0.0 0.0 0.0 0.233
H -1.952 -0.352 1.556 0.0 0.0 0.0 0.227
H 2.013 -0.504 4.384 0.0 0.0 0.0 0.253
C 2.765 2.866 -1.360 -0.1 -0.1 0.1 -0.652
Te 0.874 2.628 -0.351 0.6 0.4 -0.3 0.731
C 0.128 3.560 -2.133 -0.1 -0.2 0.0 -0.650
C 1.268 4.406 -2.632 0.1 0.0 0.1 0.040
C 1.059 5.503 -3.458 0.0 0.0 0.0 -0.223
C 2.135 6.251 -3.912 0.0 0.0 0.0 -0.202
C 3.426 5.909 -3.540 0.0 0.0 0.0 -0.205
C 3.640 4.818 -2.711 0.0 0.0 0.0 -0.188
C 2.568 4.062 -2.255 0.0 0.1 0.0 -0.085
H 2.963 1.965 -1.942 0.0 0.0 0.1 0.237
H 3.573 3.006 -0.646 0.0 0.0 0.0 0.238
H -0.765 4.134 -1.906 0.0 0.0 0.1 0.250
H -0.132 2.772 -2.840 0.0 0.0 0.0 0.245
H 0.050 5.774 -3.744 0.0 0.0 0.0 0.217
H 1.962 7.109 -4.548 0.0 0.0 0.0 0.219
H 4.266 6.496 -3.886 0.0 0.0 0.0 0.218
H 4.648 4.554 -2.412 0.0 0.0 0.0 0.212
C 2.341 -2.133 -2.670 -0.1 0.1 0.0 -0.710
C 1.490 -1.179 -1.889 0.4 -0.3 -0.4 0.803
O 0.707 -0.374 -2.469 -0.2 0.3 0.3 -0.724
O 1.542 -1.174 -0.622 -0.2 0.2 0.0 -0.748
H 2.195 -1.985 -3.735 0.0 0.0 0.0 0.238
H 2.058 -3.149 -2.393 0.0 0.0 0.0 0.256
H 3.386 -1.989 -2.399 0.0 0.0 0.0 0.239